Formula: C42H57IrN4O3P
Source: OMol25
Level of theory: ωB97M-V with the def2-TZVPD basis set

The spin multiplicity is 1. Its total charge is +1. For the HOMO energy, the calculation gives -0.35019 Ha.

Atoms and positions in Å:
Ir 0.2521 -0.2450 -0.4109
P -1.2031 -1.8226 -1.4941
O -0.0820 -1.5623 1.2901
O -0.0497 3.5369 -3.4936
O -0.1733 1.4645 -1.5058
N 2.1480 -0.8000 -1.4450
N -1.1171 0.7411 0.9718
N 1.9384 0.3789 0.9628
N -1.3640 0.0922 2.1599
C -2.4634 -2.8360 -3.8808
C -0.8172 2.5815 -1.3392
C 6.6886 -1.2649 -3.5097
C 3.2460 -0.2543 -0.8962
C -1.6654 -1.9788 5.7875
C -2.8828 -1.2933 -0.9280
C -1.4988 4.7543 -2.1740
C -2.3064 4.0441 -0.0501
C 4.8726 0.2476 5.1407
C 5.4255 -0.0398 -5.2902
C 4.3911 -0.0094 -1.6313
C 6.2160 1.3718 3.3611
C 3.1588 0.0587 0.5315
C -0.7738 3.5940 -2.3391
C -0.7901 -1.0548 2.2365
C 5.2995 0.1779 3.6722
C -1.5511 -4.6851 -1.3238
C -0.9536 -1.8260 3.4950
C 2.2220 -1.1709 -2.7263
C 5.7244 -0.0993 -3.7888
C -1.2296 -3.2975 5.8354
C 4.0996 0.2538 2.7405
C -1.6656 1.9023 0.8743
C -0.9193 -0.8883 -4.1156
C 2.8240 0.6086 3.1649
C -1.2131 -2.1621 -3.3116
C -1.5324 -1.2440 4.6210
C 6.0592 -1.1374 3.4442
C 3.3361 -0.9714 -3.5133
C 6.3863 1.2217 -3.3733
C -2.2649 4.9946 -1.0303
C -1.5908 2.8396 -0.1944
C 4.4607 -0.3468 -2.9803
C -0.5212 -3.1477 3.5455
C -3.3004 -0.0315 -1.6920
C 0.6165 -3.7139 -0.5690
C 1.7829 0.6604 2.2550
C 0.7865 2.4463 -3.8385
C -0.8941 -3.4613 -0.6841
C 4.2461 -0.0113 1.3786
C -0.6628 -3.8823 4.7127
C -4.0072 -2.3276 -0.9106
H 0.2083 1.5423 -4.0164
H -1.1333 -4.8940 -2.3098
H -2.6305 -4.5912 -1.4097
H 7.5987 -1.1372 -4.0971
H -3.2861 -2.1264 -3.9616
H 6.8422 -1.2433 4.1949
H -2.2340 -3.1910 -4.8870
H -4.2946 -2.6453 -1.9113
H -0.3302 -4.9115 4.7486
H 7.0923 1.3440 4.0101
H 5.6869 2.0538 -3.4735
H -2.1074 -1.5212 6.6626
H -2.6887 -1.0030 0.1092
H 5.2078 -0.2998 0.9786
H -1.8704 -0.2187 4.5679
H -2.8846 4.2052 0.8521
H -0.3654 -2.8485 -3.4372
H -2.8051 5.9246 -0.9257
H 0.7905 -4.6306 -0.0030
H -4.1507 0.4410 -1.1985
H -2.4871 0.6937 -1.7319
H 1.0720 -3.8410 -1.5560
H 6.9627 -1.3044 -2.4539
H -1.2849 -3.3221 0.3255
H 5.3847 -1.9911 3.5311
H 5.7457 0.1193 5.7797
H 6.3368 0.2142 -5.8307
H 4.4252 1.2129 5.3820
H 6.5351 -1.1720 2.4636
H -1.3283 -3.8644 6.7519
H -1.3484 -5.5493 -0.6894
H 4.1580 -0.5422 5.3800
H -1.7427 -0.1792 -4.0355
H -2.2675 2.2047 1.7278
H -0.0160 -0.3858 -3.7785
H 0.7916 0.9448 2.5787
H 5.2260 0.4689 -1.1416
H 3.3122 -1.3069 -4.5392
H 6.2348 -2.2197 -3.7807
H -0.0774 -3.5885 2.6620
H -1.4530 5.4860 -2.9706
H 5.6925 2.3139 3.5319
H -4.8835 -1.8719 -0.4462
H 1.3532 -1.6702 -3.1256
H 1.5359 2.2467 -3.0717
H 2.6092 0.8397 4.1970
H 4.6785 0.7253 -5.5104
H 7.2425 1.4163 -4.0186
H 6.5571 1.3551 2.3244
H 5.0761 -0.9988 -5.6738
H 1.1177 -2.9017 -0.0520
H 1.2773 2.7549 -4.7594
H 6.7536 1.1952 -2.3475
H -3.7445 -3.2034 -0.3191
H -3.6016 -0.2730 -2.7123
H -2.7967 -3.6897 -3.3007
H -0.8005 -1.1401 -5.1714

=====

Formula: C5H6O2
Source: OMol25
Level of theory: ωB97M-V with the def2-TZVPD basis set

The spin multiplicity is 1. For the HOMO energy, the calculation gives -0.32594 Ha.

Atoms and positions in Å:
O 0.5957 1.9139 -0.4487
O 1.3184 -0.7428 -1.4217
C -1.0823 0.5613 0.5642
C -1.3844 -0.4320 1.3948
C 0.2327 -0.1466 -1.7567
C 1.3515 -0.3335 -0.0069
C 0.2103 0.7497 -0.1814
H 0.0793 -0.1416 -2.8500
H -1.7841 1.3759 0.3922
H -2.3417 -0.4659 1.9076
H 1.1861 -1.2191 0.6094
H -0.6994 -1.2499 1.6094
H 2.3179 0.1304 0.1879

=====

The records above yield ΔE to the lowest compared entry with this formula, charge and spin values of 37.1 110.4 kcal/mol, respectively.
The records above yield Kohn-Sham gap values of 6.5 8.6 eV, respectively.